No. 1
DFT (ωB97M-V with the def2-TZVPD basis set) results for an isolated molecule of C2H4ClP at a distorted geometry.

**Strongest force on any atom**: 2.71 eV/Å
**Energy relative to the best compared isomer or geometry (same formula, charge and spin)**: 292.3 kJ/mol
**Orbital gap**: 8.40 eV
**Lowest unoccupied orbital energy**: -0.116 eV

The geometry in XYZ format:
```
8
C2H4ClP ωB97M-V with the def2-TZVPD basis set
C -0.98094 -0.60803 -0.28450
P -0.72721 1.10043 -0.12724
C 0.79793 0.44025 0.55855
Cl 2.07183 -0.38678 -0.17682
H -0.19018 -1.11460 -0.80202
H -1.44214 -1.11250 0.61468
H -0.28505 1.48433 -1.36935
H 0.75576 0.19689 1.58671
```

Here are the Mulliken charges for atoms 1 to 6, given in e:
1. C -0.594
2. P -0.017
3. C -0.265
4. Cl -0.138
5. H 0.339
6. H 0.283

=====

No. 2
DFT (ωB97M-V with the def2-TZVPD basis set) results for a cluster of 5 separate species, C32H55BN3O9PS2 in total at a distorted geometry.

**Strongest force on any atom**: 5.52 eV/Å
**Orbital gap**: 7.19 eV
**Lowest unoccupied orbital energy**: -1.141 eV

The geometry in XYZ format:
```
103
C32H55BN3O9PS2 ωB97M-V with the def2-TZVPD basis set
C 5.11685 -4.31684 1.37188
C 5.04966 -4.92637 -0.12506
B 5.51904 -3.84376 -1.27690
O 6.23637 -4.19674 -2.47258
C 5.06847 -2.28443 -0.98869
C 6.01294 -1.20126 -0.38947
C 5.46076 0.22938 -0.14418
C 3.98627 0.56672 -0.48193
C 2.98286 -0.48901 -1.05274
C 3.59244 -1.92143 -1.31145
S 2.36070 -3.15034 -2.00312
C 0.84154 -2.72631 -0.99671
C -0.09077 -3.82286 -0.43846
C -1.30979 -3.42659 0.42490
N -2.15944 -4.50868 0.97678
C -3.11675 -4.80443 0.14015
S -4.61943 -5.05512 -0.52295
C -1.55065 -1.89484 0.70153
C -2.82838 -1.58567 1.64822
P -2.53290 -2.16820 3.42441
O -2.80918 -1.01936 4.41592
O -3.56477 -3.48532 3.86942
O -0.92739 -2.78815 3.54668
C -0.59756 -0.77263 0.12126
C -0.88956 0.78667 0.47629
C 0.46639 1.57889 0.94162
O 1.23410 1.08693 1.83401
N 0.83987 2.84616 0.31091
C -0.35050 3.74505 0.14271
C 1.90479 3.56341 1.06796
C 0.64087 -1.17828 -0.76184
N 1.56810 -0.19414 -1.34304
H 6.17665 -4.18002 1.77400
H 4.61846 -5.10093 2.06441
H 4.49054 -3.36232 1.50522
H 3.93603 -5.19315 -0.29947
H 5.70526 -5.87260 -0.14225
H 6.98015 -4.78346 -2.21554
H 7.08528 -1.53129 -0.16767
H 6.19750 1.00440 0.27814
H 3.60219 1.62016 -0.29538
H 0.11269 -4.93734 -0.63218
H -3.21638 -0.51981 1.55948
H -3.67185 -2.26465 1.23387
H -3.05322 -4.29957 3.63336
H -0.93093 -3.68551 3.12517
H -1.56554 0.80484 1.41529
H -1.44092 1.33323 -0.35763
H -0.97988 3.65172 1.09783
H -0.07791 4.83688 -0.06959
H -0.96568 3.38898 -0.75800
H 2.96505 3.18831 0.87049
H 1.76237 3.52114 2.21673
H 1.90550 4.68241 0.77926
H 1.39786 -0.07202 -2.36199
C -1.46194 3.04649 -4.17884
C -0.49770 4.17972 -3.86380
C 0.02278 4.83239 -5.13442
O 0.59935 3.67192 -3.10780
H -0.96605 2.26228 -4.76025
H -1.81940 2.57872 -3.25703
H -2.32459 3.40759 -4.74492
H -1.00030 4.92869 -3.24494
H 0.57000 4.10982 -5.74893
H 0.72310 5.63675 -4.89400
H -0.79573 5.24715 -5.72899
H 1.05088 3.00834 -3.64661
C -7.46861 -1.93521 5.00834
C -7.08307 -0.63561 5.69809
C -7.06462 0.52683 4.71757
O -5.79526 -0.77717 6.28893
H -6.74729 -2.19026 4.22493
H -7.46663 -2.76358 5.72177
H -8.46246 -1.86382 4.55780
H -7.78996 -0.42426 6.50549
H -6.32940 0.35662 3.92431
H -6.77492 1.45146 5.22399
H -8.04635 0.67218 4.25835
H -5.16010 -0.96600 5.58117
C -0.36234 -0.28442 7.40873
C 1.06536 -0.31693 6.88648
C 1.15492 0.26864 5.48472
O 1.53267 -1.66463 6.86732
H -1.02312 -0.87904 6.76956
H -0.41659 -0.71898 8.41084
H -0.74520 0.73862 7.45078
H 1.71727 0.24394 7.56245
H 0.54237 -0.30617 4.78283
H 2.18309 0.22702 5.11504
H 0.81742 1.30834 5.46833
H 0.96164 -2.16833 6.27152
C -0.12948 1.99744 -9.25474
C 0.83494 3.13083 -8.94172
C 1.35546 3.78249 -10.21315
O 1.93248 2.62366 -8.18508
H 0.36589 1.21235 -9.83525
H -0.48633 1.53119 -8.33233
H -0.99231 2.35795 -9.82083
H 0.33267 3.88044 -8.32372
H 1.90234 3.05938 -10.82686
H 2.05582 4.58696 -9.97308
H 0.53742 4.19690 -10.80809
H 2.38369 1.95946 -8.72306
```

Here are the Mulliken charges for atoms 1 to 6, given in e:
1. C -0.928
2. C -0.414
3. B 0.438
4. O -0.552
5. C 0.023
6. C -0.504

=====

No. 3
DFT (ωB97M-V with the def2-TZVPD basis set) results for a cluster of 7 separate species, C27H63FO11P in total at a distorted geometry.

**Strongest force on any atom**: 1.03 eV/Å
**Orbital gap**: 9.41 eV
**Total charge**: +1
**Lowest unoccupied orbital energy**: -2.655 eV

The geometry in XYZ format:
```
103
C27H63FO11P ωB97M-V with the def2-TZVPD basis set
C 6.98341 -2.14583 0.00615
C 6.32962 -0.79994 -0.31239
C 5.04233 -0.99172 -1.06782
O 4.93652 -1.51800 -2.14177
O 3.95456 -0.50517 -0.39639
C 2.73364 -0.64702 -1.10386
C 1.62004 -0.34221 -0.08731
P 0.13921 -1.29758 -0.44199
C 0.32794 -2.94252 0.31130
C -0.46724 -4.04842 -0.37264
O -0.91708 -4.95748 0.25364
O -0.58013 -3.91341 -1.71107
C -1.30324 -0.48858 0.35395
C -2.50337 -0.28696 -0.53851
O -3.60390 -0.56182 -0.21685
F -2.21523 0.28112 -1.71175
H 6.49223 -2.65057 0.83514
H 8.01797 -1.96433 0.29201
H 6.98318 -2.78056 -0.87910
H 6.11639 -0.26292 0.61200
H 6.96839 -0.15576 -0.91627
H 2.66506 0.07876 -1.91145
H 2.62880 -1.63984 -1.55119
H 1.96992 -0.67897 0.89484
H 1.40494 0.72329 -0.02080
H -0.08983 -1.41447 -1.81573
H 1.38765 -3.21045 0.27400
H -0.00367 -2.90648 1.34778
H -1.38524 -4.37929 -1.99175
H -0.96796 0.49522 0.69555
H -1.58584 -1.06429 1.23201
C -6.56972 -1.66225 -2.17273
C -7.11919 -2.85282 -1.40395
C -7.21859 -2.56045 0.08536
O -6.30954 -4.00799 -1.62760
H -5.56030 -1.42177 -1.82611
H -6.51211 -1.88358 -3.23873
H -7.19591 -0.77968 -2.03478
H -8.10596 -3.11122 -1.78928
H -6.22647 -2.34165 0.49418
H -7.61550 -3.42335 0.61970
H -7.86531 -1.70323 0.27848
H -5.43164 -3.81249 -1.28349
C 4.58240 -0.64545 3.73960
C 5.93379 -1.34412 3.68587
C 6.42378 -1.72960 5.07171
O 6.89309 -0.51801 3.02549
H 4.65462 0.27975 4.31704
H 4.25025 -0.38126 2.73270
H 3.82638 -1.27993 4.20551
H 5.85276 -2.24069 3.06812
H 6.55233 -0.83741 5.69034
H 7.38900 -2.23124 5.00937
H 5.71764 -2.39342 5.57190
H 6.99947 0.28533 3.54766
C -6.49193 2.24099 2.91576
C -5.15822 2.32945 2.19711
C -5.23900 1.93192 0.73611
O -4.17311 1.47516 2.79556
H -6.87999 1.21893 2.87527
H -6.38039 2.51215 3.96538
H -7.22805 2.90426 2.46132
H -4.76265 3.34208 2.28520
H -5.56832 0.89327 0.65364
H -4.24038 1.99703 0.30334
H -5.91223 2.55511 0.14632
H -4.51758 0.57636 2.72918
C -1.69316 -0.08186 4.35427
C -1.70221 -1.56714 4.02941
C -2.63034 -2.34330 4.94924
O -0.38025 -2.10793 4.07094
H -1.33379 0.09071 5.37189
H -1.02447 0.45222 3.67673
H -2.68832 0.34922 4.26428
H -2.02713 -1.70664 2.99239
H -2.29525 -2.25340 5.98538
H -2.63056 -3.40254 4.69196
H -3.65319 -1.96907 4.88920
H -0.04965 -2.01056 4.97103
C 0.20796 1.11989 -5.61221
C 1.37959 1.47592 -4.71398
C 2.58662 1.93469 -5.51476
O 1.73446 0.36360 -3.87846
H 0.47858 0.30046 -6.28337
H -0.64862 0.79484 -5.01990
H -0.09550 1.97260 -6.21929
H 1.07934 2.26396 -4.02059
H 2.92695 1.13867 -6.18163
H 3.41758 2.18607 -4.85378
H 2.34699 2.80895 -6.12072
H 2.00704 -0.36566 -4.44852
C 0.65219 5.33324 -3.63461
C 1.83281 5.63560 -2.72690
C 3.04448 6.11142 -3.51061
O 2.16639 4.47555 -1.95476
H 0.91517 4.53228 -4.33253
H -0.20334 4.99564 -3.04814
H 0.35171 6.20544 -4.21553
H 1.54712 6.39765 -2.00111
H 3.37023 5.33824 -4.21330
H 3.87661 6.32074 -2.83891
H 2.81924 7.01493 -4.07785
H 2.44220 3.79159 -2.57558
```

Here are the Mulliken charges for atoms 1 to 6, given in e:
1. C -1.135
2. C -0.040
3. C 0.428
4. O -0.573
5. O -0.238
6. C -0.841

=====

No. 4
DFT (ωB97M-V with the def2-TZVPD basis set) results for an isolated molecule of C4H9NO2.

**Strongest force on any atom**: 0.30 eV/Å
**Energy relative to the best compared isomer or geometry (same formula, charge and spin)**: 469.6 kJ/mol
**Orbital gap**: 10.09 eV
**Lowest unoccupied orbital energy**: 0.968 eV

The geometry in XYZ format:
```
16
C4H9NO2 ωB97M-V with the def2-TZVPD basis set
C -1.29358 0.09784 1.65200
C -0.84737 -0.40224 0.50901
C -0.96968 -1.82907 0.06689
N -0.13139 0.41981 -0.45421
O -0.46280 1.77814 -0.23773
O 1.20552 0.27750 -0.01118
C 2.10495 0.79390 -0.96613
H -1.14888 1.14380 1.89344
H -1.78943 -0.54292 2.37278
H -1.40571 -2.44190 0.86355
H 0.01507 -2.23475 -0.18653
H -1.60775 -1.90779 -0.82230
H -0.73764 2.07249 -1.11703
H 2.03546 0.25769 -1.92097
H 1.94060 1.86811 -1.12061
H 3.09262 0.64940 -0.52098
```

Here are the Mulliken charges for atoms 1 to 6, given in e:
1. C -0.872
2. C 0.706
3. C -1.046
4. N -0.088
5. O -0.480
6. O -0.192

=====

No. 5
DFT (ωB97M-V with the def2-TZVPD basis set) results for the ion C6H13N2O3 with charge +1 at a distorted geometry.

**Strongest force on any atom**: 5.60 eV/Å
**Energy relative to the best compared isomer or geometry (same formula, charge and spin)**: 616.4 kJ/mol
**Orbital gap**: 7.62 eV
**Total charge**: +1
**Lowest unoccupied orbital energy**: -4.646 eV

The geometry in XYZ format:
```
24
C6H13N2O3 ωB97M-V with the def2-TZVPD basis set
C 1.17404 1.55721 1.41632
O 0.80186 0.48506 0.73740
N 0.74279 0.64064 -0.70188
C 1.95000 0.89588 -1.43642
C -0.03596 -0.48717 -1.24383
C -1.15910 -0.99480 -0.35155
N -1.98732 0.01544 0.17610
C -1.73921 0.34316 1.36423
O -1.68982 0.50706 2.48299
O -2.57095 1.03129 -0.53631
C -3.80886 0.59209 -1.26996
H 0.34893 2.21447 1.53269
H 2.08168 2.04930 0.98395
H 1.57552 1.42011 2.52950
H 2.32319 1.83004 -1.15159
H 2.81669 0.19730 -1.21428
H 1.80713 1.06352 -2.44657
H 0.64516 -1.26835 -1.57441
H -0.65446 -0.08966 -2.15690
H -1.89855 -1.64020 -0.97554
H -0.80687 -1.53039 0.56012
H -4.33922 -0.12800 -0.67722
H -3.24490 0.27676 -2.21129
H -4.30464 1.55296 -1.29312
```

Here are the Mulliken charges for atoms 1 to 6, given in e:
1. C -0.643
2. O -0.279
3. N 0.092
4. C -1.164
5. C -0.527
6. C -0.742

=====

No. 6
DFT (ωB97M-V with the def2-TZVPD basis set) results for an isolated molecule of C19H19N5S2 at a distorted geometry.

**Strongest force on any atom**: 1.71 eV/Å
**Energy relative to the best compared isomer or geometry (same formula, charge and spin)**: 0.0 kJ/mol
**Orbital gap**: 8.48 eV
**Lowest unoccupied orbital energy**: 0.624 eV

The geometry in XYZ format:
```
45
C19H19N5S2 ωB97M-V with the def2-TZVPD basis set
C 4.73231 -1.79678 -0.63134
C 5.03965 -0.47776 0.00742
C 6.11016 -0.36936 0.88678
C 6.44550 0.84281 1.45692
C 5.71510 1.97708 1.14843
C 4.63273 1.90647 0.28681
C 3.82893 3.12796 -0.04595
C 4.29176 0.66844 -0.26955
N 3.19460 0.60484 -1.15664
C 2.05458 -0.07354 -0.92974
N 1.05414 -0.07932 -1.74754
N 0.02055 -0.80729 -1.33067
C 0.19611 -1.36346 -0.18767
S -0.92318 -2.39548 0.62837
C -2.31986 -2.36182 -0.56618
C -3.12824 -1.13060 -0.43318
C -2.89569 0.10012 -1.01226
N -3.89938 0.90955 -0.58714
C -4.17227 2.21221 -0.84146
C -5.26753 2.78144 -0.27118
C -6.10949 2.02747 0.57352
C -5.84941 0.70935 0.84011
C -6.70313 -0.14213 1.71921
C -4.70984 0.13360 0.24193
N -4.24079 -1.09765 0.33434
S 1.76957 -1.01538 0.54522
H 4.21259 -1.66408 -1.57761
H 4.10044 -2.39853 0.02233
H 5.65238 -2.34950 -0.80738
H 6.69099 -1.25122 1.11327
H 7.28172 0.90809 2.13647
H 5.98214 2.92727 1.58706
H 2.76503 2.94160 0.09695
H 3.98407 3.42095 -1.08558
H 4.12349 3.96036 0.58728
H 3.12944 1.31494 -1.87227
H -2.91640 -3.23566 -0.31158
H -1.87550 -2.45093 -1.55513
H -2.11099 0.42073 -1.66474
H -3.49281 2.73815 -1.49448
H -5.49365 3.81714 -0.46626
H -6.97171 2.50490 1.01351
H -7.48907 0.44535 2.18619
H -6.08946 -0.61064 2.48553
H -7.15124 -0.94268 1.13303
```

Here are the Mulliken charges for atoms 1 to 6, given in e:
1. C -1.704
2. C 1.089
3. C -0.723
4. C -0.747
5. C -0.817
6. C 0.886

=====

No. 7
DFT (ωB97M-V with the def2-TZVPD basis set) results for a structure of composition H12NaO6 at a distorted geometry.

**Strongest force on any atom**: 2.73 eV/Å
**Energy relative to the best compared isomer or geometry (same formula, charge and spin)**: 64.0 kJ/mol
**Orbital gap**: 11.68 eV
**Total charge**: +1
**Lowest unoccupied orbital energy**: -3.434 eV

The geometry in XYZ format:
```
19
H12NaO6 ωB97M-V with the def2-TZVPD basis set
Na -0.15869 0.00053 -0.07617
O 1.89909 0.27142 1.07889
H 1.84910 -0.02289 1.96637
H 2.87011 0.22318 0.84608
O -2.06337 -0.61308 -1.28098
H -1.90905 -1.41779 -1.87179
H -2.83515 -0.83134 -0.73928
O -0.53674 -1.71938 1.51661
H 0.15944 -1.67702 2.13685
H -0.32080 -2.46605 1.02448
O -0.85060 1.56396 1.45786
H -0.60778 1.24899 2.32726
H -0.65624 2.46540 1.40851
O 0.89139 -1.05788 -1.73957
H 0.24210 -1.56764 -2.25265
H 1.65061 -1.66175 -1.46318
O 0.15441 2.04541 -1.37015
H -0.63710 2.51838 -1.56178
H 0.85926 2.69757 -1.40737
```

Here are the Mulliken charges for atoms 1 to 6, given in e:
1. Na 0.912
2. O -0.539
3. H 0.285
4. H 0.282
5. O -0.650
6. H 0.306

=====

No. 8
DFT (ωB97M-V with the def2-TZVPD basis set) results for an isolated molecule of C5H10N4 at a distorted geometry.

**Strongest force on any atom**: 4.47 eV/Å
**Energy relative to the best compared isomer or geometry (same formula, charge and spin)**: 229.3 kJ/mol
**Orbital gap**: 7.82 eV
**Lowest unoccupied orbital energy**: 0.207 eV

The geometry in XYZ format:
```
19
C5H10N4 ωB97M-V with the def2-TZVPD basis set
H -3.11598 -0.79881 -0.38743
N -2.32062 -1.44151 -0.36507
C -1.19414 -0.83544 -0.41119
C 0.11632 -1.33885 -0.58448
C 1.19011 -0.48206 -0.31139
C 1.55685 0.03748 1.05128
N 2.14318 -0.31900 -1.27325
C -1.17801 0.78456 0.09488
N -1.77866 0.98217 1.31033
N -0.99371 1.77268 -0.70370
H -0.50841 1.46331 -1.55090
H 0.24192 -2.26690 -1.13488
H 1.78700 1.10574 1.01621
H 0.75176 -0.09831 1.77308
H 2.44025 -0.50148 1.41390
H 1.90699 -0.61354 -2.21362
H 2.81359 0.43356 -1.15979
H -1.93431 1.95372 1.55172
H -1.92413 0.16270 1.88430
```

Here are the Mulliken charges for atoms 1 to 6, given in e:
1. H 0.281
2. N -0.847
3. C 0.846
4. C -1.036
5. C 0.712
6. C -1.283